Molecular formula: C26H28F4O4
Method: DFT, wB97M-V/def2-TZVPD

```
! RIJCOSX wB97M-V def2-TZVPD def2/J DEFGRID3
* xyz 0 1
C 3.31 -3.12 3.13
C 1.82 -2.92 3.18
O 1.62 -1.53 2.85
C 0.32 -1.20 2.88
C -0.08 0.16 2.52
C -1.52 0.51 2.72
C -2.33 -0.37 1.79
C -3.81 -0.07 1.87
C -4.33 -0.20 3.31
C -3.49 0.59 4.32
C -2.00 0.30 4.17
C 0.79 1.32 2.45
O 0.35 2.46 2.23
O 2.10 1.14 2.64
C 2.80 2.39 2.77
C 4.25 2.03 2.88
O -0.50 -2.08 3.20
H 3.58 -4.14 3.39
H 3.68 -2.92 2.12
H 3.82 -2.45 3.83
H 1.31 -3.54 2.44
H 1.41 -3.15 4.18
H -1.61 1.57 2.46
H -1.95 -0.24 0.77
H -2.12 -1.40 2.11
H -3.99 0.95 1.51
H -4.35 -0.76 1.21
H -5.37 0.12 3.36
H -4.30 -1.26 3.60
H -3.66 1.67 4.15
H -3.81 0.37 5.34
H -1.79 -0.75 4.41
H -1.40 0.93 4.84
H 2.59 3.01 1.89
H 2.44 2.92 3.67
H 4.85 2.93 2.98
H 4.43 1.39 3.74
H 4.57 1.51 1.97
F 0.30 5.59 -1.71
C -0.40 4.40 -1.61
C -1.78 4.45 -1.82
C -2.44 3.23 -1.72
F -3.82 3.22 -1.86
C -1.80 2.03 -1.47
C -0.38 1.99 -1.25
C 0.22 0.72 -1.01
C 1.58 0.31 -1.12
C 1.85 -1.09 -1.00
C 3.15 -1.56 -1.04
F 3.37 -2.92 -0.88
C 4.27 -0.74 -1.19
C 3.99 0.61 -1.33
F 5.07 1.48 -1.37
C 2.71 1.15 -1.38
C 0.30 3.25 -1.29
H -2.31 5.38 -2.02
H -2.35 1.09 -1.51
H -0.49 -0.12 -0.91
H 1.02 -1.78 -0.95
H 5.28 -1.14 -1.19
H 2.58 2.18 -1.69
H 1.36 3.31 -1.10
*
```

The LUMO energy comes out at -3.32 eV. The energy above the lowest of the compared OMol25 structures with the same formula, charge and spin is 0.000 eV. As for the orbital gap: 3.71 eV. The calculated total energy is -46473.31703 eV.